(1)
ORCA calculation (the ωB97M-V functional and the def2-TZVPD basis) on a structure of composition C33H89N8O11Ti in a non-equilibrium geometry.

spin multiplicity = 4
E_LUMO (spin up / spin down) = 0.10 / -0.14 eV
relative energy (zero: lowest compared OMol25 entry of this formula, charge and spin) = 93.2 kJ/mol

CARTESIAN COORDINATES (ANGSTROEM)
Ti: -1.77 1.15 2.09
O: 0.57 0.29 -1.19
C: -0.05 0.57 -0.01
O: 0.13 -0.20 0.95
O: -0.80 1.58 0.06
H: 1.04 -0.51 -0.87
C: -1.90 4.91 1.06
C: -1.18 5.32 -0.26
C: -0.79 6.79 -0.18
O: -1.96 7.61 -0.15
C: -1.62 8.95 0.11
N: 0.02 4.51 -0.37
H: -2.23 3.89 0.89
H: -2.80 5.53 1.18
H: -1.31 4.95 1.97
H: -1.92 5.15 -1.05
H: -0.25 7.07 -1.09
H: -0.16 7.01 0.69
H: -2.48 9.59 -0.13
H: -0.78 9.32 -0.48
H: -1.49 9.09 1.19
H: -0.23 3.53 -0.30
H: 0.74 4.76 0.29
C: -3.43 0.56 -2.47
C: -3.13 2.05 -2.39
C: -3.90 2.91 -3.39
O: -3.51 4.26 -3.24
C: -4.21 5.11 -4.13
N: -3.30 2.50 -1.00
H: -3.26 0.11 -3.45
H: -4.43 0.30 -2.12
H: -2.73 0.06 -1.80
H: -2.08 2.23 -2.67
H: -4.97 2.76 -3.22
H: -3.61 2.61 -4.40
H: -5.27 5.13 -3.85
H: -4.10 4.82 -5.18
H: -3.87 6.13 -3.98
H: -2.47 2.17 -0.51
H: -3.11 3.50 -1.09
C: -4.02 -4.92 3.92
C: -3.39 -5.66 2.75
C: -2.67 -4.81 1.70
O: -3.41 -3.68 1.29
C: -2.69 -2.74 0.55
N: -2.44 -6.64 3.25
H: -4.50 -5.64 4.58
H: -4.76 -4.18 3.63
H: -3.27 -4.41 4.54
H: -4.16 -6.15 2.14
H: -2.36 -5.33 0.79
H: -1.71 -4.52 2.16
H: -1.89 -3.17 -0.07
H: -2.08 -2.09 1.19
H: -3.29 -2.20 -0.18
H: -2.93 -7.20 3.95
H: -2.23 -7.32 2.52
C: 0.08 5.88 -4.19
C: -0.17 4.39 -4.17
C: 0.04 3.64 -5.48
O: -0.84 4.05 -6.51
C: -2.19 3.73 -6.25
N: 0.68 3.77 -3.14
H: 1.11 6.10 -4.49
H: -0.11 6.30 -3.21
H: -0.51 6.30 -5.00
H: -1.21 4.16 -3.88
H: -0.03 2.56 -5.26
H: 1.05 3.78 -5.87
H: -2.39 2.72 -5.88
H: -2.71 3.81 -7.20
H: -2.69 4.46 -5.60
H: 0.63 4.27 -2.24
H: 0.32 2.86 -2.86
C: 5.52 -1.39 -1.71
C: 4.28 -1.36 -2.60
C: 4.07 -2.64 -3.42
O: 5.33 -3.13 -3.87
C: 5.17 -4.31 -4.60
N: 3.11 -1.13 -1.74
H: 5.52 -2.33 -1.17
H: 5.56 -0.62 -0.94
H: 6.37 -1.25 -2.37
H: 4.32 -0.52 -3.31
H: 3.37 -2.45 -4.24
H: 3.62 -3.41 -2.79
H: 6.13 -4.67 -4.96
H: 4.56 -4.12 -5.49
H: 4.68 -5.12 -4.04
H: 3.38 -0.34 -1.16
H: 2.26 -0.89 -2.22
C: 0.40 -4.91 -1.48
C: 1.02 -5.12 -0.08
C: 1.77 -6.44 -0.08
O: 1.05 -7.59 -0.42
C: 1.89 -8.71 -0.56
N: 2.00 -4.06 0.23
H: -0.37 -5.65 -1.69
H: 1.21 -4.96 -2.21
H: 0.01 -3.90 -1.57
H: 0.30 -5.06 0.74
H: 2.17 -6.50 0.95
H: 2.69 -6.35 -0.67
H: 2.44 -8.94 0.35
H: 2.63 -8.50 -1.34
H: 1.34 -9.61 -0.83
H: 2.40 -3.78 -0.67
H: 1.44 -3.24 0.42
C: 0.59 -3.89 7.00
C: -0.20 -4.39 5.80
C: 0.58 -4.21 4.50
O: 0.58 -2.81 4.19
C: 1.19 -2.45 2.97
N: -0.56 -5.81 5.97
H: 1.02 -2.90 6.86
H: 1.34 -4.64 7.26
H: -0.11 -3.84 7.84
H: -1.13 -3.82 5.75
H: 0.00 -4.68 3.69
H: 1.64 -4.48 4.57
H: 0.73 -2.89 2.08
H: 2.26 -2.70 3.00
H: 1.19 -1.37 2.91
H: -1.00 -6.09 5.10
H: -1.25 -5.85 6.71
C: 1.59 1.96 5.04
C: 1.23 2.99 3.97
C: 2.47 3.78 3.58
O: 2.14 4.81 2.69
C: 3.24 5.65 2.42
N: 0.43 2.27 2.94
H: 2.27 1.19 4.67
H: 0.64 1.56 5.40
H: 2.05 2.45 5.90
H: 0.51 3.67 4.41
H: 3.26 3.12 3.18
H: 2.87 4.18 4.52
H: 3.03 6.44 1.70
H: 4.05 5.07 1.95
H: 3.65 6.10 3.33
H: 0.89 1.43 2.55
H: 0.48 2.92 2.14


(2)
ORCA calculation (the ωB97M-V functional and the def2-TZVPD basis) on a structure of composition C42H37BHfN7O2 in a non-equilibrium geometry.

charge = +1
E_LUMO = -2.77 eV

CARTESIAN COORDINATES (ANGSTROEM)
Hf: 0.70 0.53 0.52
C: -2.25 2.32 3.25
C: -1.93 1.47 2.19
N: -0.61 1.47 1.98
N: -0.07 2.30 2.89
C: -1.03 2.82 3.66
B: 1.44 2.54 2.96
N: 2.02 2.96 1.60
C: 2.67 4.11 1.39
C: 3.42 3.99 0.24
C: 3.17 2.70 -0.20
N: 2.32 2.08 0.62
N: 2.14 1.22 3.32
C: 2.87 0.99 4.42
C: 3.50 -0.23 4.28
C: 3.08 -0.68 3.03
N: 2.25 0.19 2.45
H: -3.21 2.54 3.65
H: -2.58 0.86 1.59
H: -0.80 3.50 4.46
H: 1.67 3.35 3.78
H: 2.58 4.93 2.07
H: 4.07 4.72 -0.20
H: 3.61 2.19 -1.04
H: 2.91 1.70 5.22
H: 4.16 -0.72 4.96
H: 3.39 -1.60 2.57
O: -0.37 -1.02 0.48
C: 0.18 -2.27 0.72
C: 1.71 -2.21 0.34
C: 1.81 -1.76 -1.07
C: 2.05 -2.64 -2.12
C: 2.04 -2.14 -3.42
C: 1.73 -0.81 -3.62
C: 1.47 0.01 -2.52
C: 1.00 1.41 -2.72
C: -0.36 1.67 -2.00
O: -0.12 1.79 -0.63
C: -0.98 2.97 -2.53
C: -1.19 4.03 -1.66
C: -1.82 5.19 -2.10
C: -2.24 5.29 -3.41
C: -2.02 4.24 -4.29
C: -1.40 3.09 -3.85
C: -1.43 0.61 -2.28
C: -1.46 -0.20 -3.41
C: -2.56 -1.00 -3.67
C: -3.65 -1.00 -2.82
C: -3.63 -0.19 -1.70
C: -2.53 0.61 -1.43
N: 1.57 -0.45 -1.27
C: 0.04 -2.62 2.22
C: -0.08 -1.57 3.12
C: -0.28 -1.80 4.47
C: -0.39 -3.10 4.94
C: -0.26 -4.15 4.05
C: -0.03 -3.92 2.70
C: -0.51 -3.33 -0.14
C: -1.78 -3.05 -0.63
C: -2.44 -3.94 -1.46
C: -1.83 -5.13 -1.82
C: -0.59 -5.44 -1.30
C: 0.07 -4.55 -0.47
H: 2.16 -1.46 0.98
H: 2.19 -3.18 0.51
H: 2.23 -3.68 -1.94
H: 2.26 -2.79 -4.26
H: 1.67 -0.42 -4.62
H: 1.70 2.14 -2.30
H: 0.89 1.62 -3.79
H: -0.87 3.93 -0.64
H: -1.98 6.00 -1.40
H: -2.74 6.19 -3.75
H: -2.35 4.32 -5.31
H: -1.26 2.27 -4.54
H: -0.65 -0.20 -4.12
H: -2.57 -1.62 -4.55
H: -4.51 -1.61 -3.04
H: -4.48 -0.16 -1.03
H: -2.53 1.29 -0.60
H: -0.07 -0.55 2.75
H: -0.36 -0.97 5.16
H: -0.60 -3.28 5.98
H: -0.35 -5.16 4.40
H: 0.06 -4.76 2.04
H: -2.25 -2.11 -0.34
H: -3.42 -3.69 -1.83
H: -2.33 -5.81 -2.48
H: -0.12 -6.38 -1.56
H: 1.04 -4.83 -0.08


(3)
ORCA calculation (the ωB97M-V functional and the def2-TZVPD basis) on the ion C6H13O5P3 with charge -2 in a non-equilibrium geometry.

charge = -2
E_LUMO (spin up / spin down) = 5.91 / 5.91 eV
relative energy (zero: lowest compared OMol25 entry of this formula, charge and spin) = 133.2 kJ/mol
SMILES = CCCC[C@H](P(C)[O-])P([O-])OP(=O)=O

CARTESIAN COORDINATES (ANGSTROEM)
C: 1.03 1.44 -1.68
C: 0.70 0.40 1.17
C: -2.54 -1.35 -1.17
C: -0.77 0.57 1.72
C: -1.97 0.03 -0.43
C: -1.80 -0.30 1.07
O: 0.46 -2.38 1.37
O: 0.77 3.03 0.55
O: 2.61 -1.40 0.54
O: 5.09 -0.91 0.20
O: 3.44 -0.55 -1.68
P: 0.80 -1.39 0.31
P: 3.71 -0.74 -0.28
P: 1.48 1.78 0.15
H: 1.67 2.31 -2.13
H: -0.10 1.63 -1.63
H: 1.43 0.15 2.05
H: -3.43 -1.52 -0.58
H: -1.73 -1.97 -0.97
H: -2.69 -1.24 -2.15
H: -0.58 0.47 2.81
H: -1.11 1.68 1.57
H: -2.63 0.92 -0.50
H: -0.93 0.23 -0.88
H: -2.84 -0.14 1.50
H: -1.48 -1.33 1.18
H: 1.42 0.56 -2.12


(4)
ORCA calculation (the ωB97M-V functional and the def2-TZVPD basis) on an isolated molecule of C4H5N3O2S in a non-equilibrium geometry.

E_LUMO = -0.97 eV
relative energy (zero: lowest compared OMol25 entry of this formula, charge and spin) = 406.4 kJ/mol
SMILES = C[C@@](C#N)(C(N)=S)[N+](=O)[O-]

CARTESIAN COORDINATES (ANGSTROEM)
C: 1.31 1.22 0.06
C: -0.89 0.32 0.89
C: 0.22 -0.44 -1.39
C: 0.61 0.00 -0.01
N: 1.91 2.16 -0.01
N: -0.49 0.75 2.08
N: 1.29 -1.17 0.61
O: 1.73 -0.93 1.75
O: 1.20 -2.26 0.15
S: -2.42 0.14 0.40
H: 1.13 -0.59 -2.02
H: -0.28 -1.39 -1.34
H: -0.21 0.25 -1.93
H: 0.46 0.45 2.34
H: -1.12 1.30 2.78


(5)
ORCA calculation (the ωB97M-V functional and the def2-TZVPD basis) on a structure of composition C21H23IrN2O4 in a non-equilibrium geometry.

spin multiplicity = 2
charge = +3
E_LUMO (spin up / spin down) = -13.11 / -13.07 eV
relative energy (zero: lowest compared OMol25 entry of this formula, charge and spin) = 250.2 kJ/mol

CARTESIAN COORDINATES (ANGSTROEM)
Ir: 0.23 -0.35 0.50
C: 0.89 2.78 1.72
O: 1.07 1.83 0.66
C: 1.10 2.33 -0.62
C: 2.00 3.32 -0.98
C: 2.00 3.82 -2.28
C: 1.08 3.35 -3.22
C: 0.20 2.34 -2.89
C: 0.20 1.79 -1.59
N: -0.67 0.82 -1.16
N: -1.60 0.35 -1.88
C: -2.56 -0.49 -1.57
C: -2.58 -1.14 -0.24
O: -1.80 -0.74 0.67
C: -3.45 -2.24 -0.06
C: -4.33 -2.65 -1.03
C: -4.39 -2.00 -2.29
C: -5.32 -2.42 -3.27
C: -5.48 -1.69 -4.44
C: -4.69 -0.57 -4.67
C: -3.74 -0.16 -3.73
C: -3.55 -0.88 -2.54
H: 1.66 3.56 1.67
H: 0.99 2.25 2.66
H: -0.09 3.25 1.66
H: 2.71 3.70 -0.26
H: 2.71 4.58 -2.55
H: 1.06 3.77 -4.21
H: -0.51 1.97 -3.61
H: -3.39 -2.77 0.88
H: -4.99 -3.48 -0.83
H: -5.88 -3.33 -3.11
H: -6.22 -2.00 -5.17
H: -4.80 -0.01 -5.59
H: -3.18 0.74 -3.89
C: 0.96 -2.33 2.91
O: 1.52 -1.63 1.81
C: 2.52 -2.38 1.12
C: 3.11 -1.47 0.04
O: 2.10 -0.98 -0.86
C: 1.91 -1.80 -2.01
H: 1.75 -2.57 3.63
H: 0.48 -3.25 2.59
H: 0.24 -1.66 3.39
H: 2.09 -3.29 0.70
H: 3.32 -2.65 1.82
H: 3.88 -2.01 -0.52
H: 3.55 -0.59 0.51
H: 2.87 -1.93 -2.52
H: 1.23 -1.27 -2.68
H: 1.51 -2.78 -1.77


(6)
ORCA calculation (the ωB97M-V functional and the def2-TZVPD basis) on a structure of composition C13H12N4O7Yb in a non-equilibrium geometry.

spin multiplicity = 2
charge = -1
E_LUMO (spin up / spin down) = 1.99 / 2.09 eV
relative energy (zero: lowest compared OMol25 entry of this formula, charge and spin) = 187.4 kJ/mol

CARTESIAN COORDINATES (ANGSTROEM)
C: 2.64 -2.72 0.46
C: 2.22 -2.57 -0.90
C: 1.22 -3.54 -1.19
C: 1.00 -4.28 0.01
C: 1.86 -3.78 1.02
Yb: 0.25 -1.90 0.48
N: 2.71 0.63 -0.79
C: 3.82 1.11 -1.34
C: 4.08 0.91 -2.77
H: 0.78 -3.72 -2.17
H: 2.62 -1.82 -1.59
H: 0.34 -5.14 0.17
H: 1.92 -4.22 2.02
H: 3.43 -2.14 0.92
H: 5.02 0.54 -3.15
H: 4.66 1.36 -0.64
H: 2.56 0.95 0.23
H: 3.22 1.05 -3.43
H: 2.92 1.87 -1.34
O: -6.18 2.19 1.16
N: -5.11 2.79 1.35
O: -5.05 3.96 1.80
C: -3.85 2.13 1.06
C: -3.82 0.83 0.52
C: -2.61 0.17 0.32
C: -1.40 0.78 0.86
O: -0.38 0.10 1.20
C: -1.44 2.20 1.09
C: -2.66 2.84 1.30
N: -0.19 2.94 1.14
O: -0.20 4.04 1.72
O: 0.82 2.46 0.56
N: -2.61 -1.07 -0.40
O: -3.67 -1.59 -0.74
O: -1.46 -1.56 -0.81
H: -4.75 0.34 0.23
H: -2.69 3.87 1.65


Which formula does entry 4 have?
C4H5N3O2S